Below is a 17-piece molecular cluster, C61H111F4NO38S12 overall, with properties calculated with wB97M-V/def2-TZVPD.

- spin multiplicity = 1
- F_max (eV/A) = 7.85
- E_LUMO (eV) = -0.446
- net charge = 0
- Kohn-Sham gap (eV) = 9.048

Cartesian coordinates (Å):
C  -16.98079  13.51026  14.58637
C  -20.95069  6.70895  22.71893
C  -9.45516  11.95698  18.55716
O  -10.40993  14.82012  19.66126
C  -11.52714  16.55925  12.37637
O  -11.76056  5.69691  23.41881
H  -21.68840  14.92092  17.61128
O  -7.12033  11.33753  17.27190
C  -17.72839  12.62625  12.25098
H  -15.68980  12.86178  12.99685
S  -19.04295  13.85169  12.74750
H  -11.46639  8.29306  11.19481
H  -21.29362  6.65085  21.68592
H  -15.61790  5.04396  14.41485
O  -15.20590  16.48873  20.44379
H  -11.23576  10.83933  16.65632
H  -9.55297  14.46401  22.15419
O  -18.18431  10.41679  16.81985
C  -11.05113  8.86609  13.23033
S  -19.39366  5.65534  22.74830
F  -11.98749  13.50507  16.71843
C  -17.56334  15.53358  21.48011
H  -21.75063  8.59889  15.30518
F  -14.43476  11.39627  18.92541
H  -9.84182  14.13528  11.03141
C  -19.54733  6.03099  11.83491
S  -16.48077  15.88359  20.02687
C  -12.23282  14.77825  16.84576
C  -12.85574  4.37348  20.09652
O  -19.78023  12.38245  17.37018
H  -18.74400  14.99765  14.79819
H  -11.97601  2.92025  21.52038
H  -12.43350  16.81689  12.92431
C  -20.49647  8.08853  23.17945
H  -10.55526  16.77434  12.82054
H  -17.93155  6.68566  14.70389
O  -12.57992  15.35295  15.60423
H  -20.33455  6.07849  15.22821
O  -9.38414  13.00984  14.68618
C  -19.78655  15.83988  17.72850
O  -16.87263  6.22210  12.39664
H  -18.13678  13.64456  22.53306
S  -18.02869  7.06447  12.31651
C  -19.07656  8.40353  22.60009
H  -15.90913  8.65500  9.91844
O  -7.81387  10.00155  19.30578
H  -21.52566  11.36307  15.54282
H  -10.72827  11.02396  13.55761
H  -17.45473  16.30598  22.24148
H  -15.10565  7.73437  11.25797
C  -20.04055  6.38800  14.22527
H  -13.30256  3.96577  22.25749
H  -7.52350  15.01059  15.53047
S  -11.33377  5.24156  22.11653
C  -20.75020  8.69626  17.34305
O  -8.27538  14.06692  13.02247
C  -14.72090  5.37891  14.93574
H  -17.33073  15.32878  13.70916
O  -15.66186  6.21054  18.09486
C  -12.47190  11.14178  23.32232
S  -9.21042  8.67262  11.28822
N  -8.41554  13.65023  14.20110
H  -11.80697  9.11364  23.53273
H  -11.08803  6.21090  20.01079
C  -11.58806  16.13899  23.06197
H  -19.10479  5.43725  11.03509
C  -14.33020  6.84136  15.07563
S  -19.54574  11.00963  16.97762
H  -16.38717  13.95933  22.47470
O  -14.52114  16.01688  14.63124
C  -21.15290  15.65663  17.01124
O  -22.68360  17.28151  19.34573
C  -9.53479  10.35884  11.96631
H  -19.14044  8.51704  21.51791
H  -12.21251  10.25224  21.40976
H  -16.05750  13.98591  14.91711
O  -9.90642  4.89017  21.86293
H  -10.82906  14.40479  24.30815
F  -14.46634  9.79807  12.69149
H  -13.12962  11.73809  21.13492
S  -14.48147  9.97436  22.09390
C  -21.53939  9.28218  16.12773
O  -10.83933  16.27686  8.57426
H  -11.70068  7.46981  21.04300
H  -12.48385  16.84027  21.10943
H  -16.84811  12.30177  20.77245
C  -10.83545  10.15080  17.40049
C  -18.22416  7.14799  23.05477
C  -16.64010  12.52204  13.40869
H  -10.32649  8.71576  14.03057
H  -14.79919  9.16656  18.31552
H  -17.29991  13.17778  11.41412
C  -18.69003  7.20250  14.11595
H  -6.34352  14.16283  14.52496
C  -14.40171  11.39514  16.10296
H  -12.43979  17.37656  10.45402
H  -10.82391  16.74080  23.55390
H  -11.35839  15.24552  17.29868
C  -10.75302  14.71357  10.87838
H  -21.61314  6.24723  23.45110
H  -11.56771  11.80698  18.62268
H  -20.30466  6.73197  11.48395
O  -8.99952  16.87483  10.17430
H  -17.34612  12.95530  15.45046
H  -12.28077  13.99136  23.40735
C  -13.12904  5.85663  20.14647
C  -15.14675  9.81855  17.51413
H  -19.24460  17.71891  18.55959
H  -7.14485  13.19825  15.72706
H  -10.84552  10.63873  19.62034
C  -7.28329  14.05405  15.06634
O  -21.25488  19.21302  18.29485
H  -13.91769  4.77679  14.51099
H  -8.69940  10.61309  12.61868
H  -18.59737  9.28509  23.02590
O  -14.13824  10.17143  16.59385
S  -11.32666  14.69072  20.79634
H  -16.36036  10.01822  11.96194
C  -20.35904  9.87920  18.17836
C  -20.77405  10.57388  15.56189
H  -13.13257  11.78764  23.90067
C  -11.47577  17.34241  10.96156
O  -19.34420  14.88696  11.69349
C  -17.32607  14.05156  21.92874
H  -11.38301  14.50814  13.05350
O  -13.89417  11.85016  15.04719
H  -13.27070  7.09713  15.06422
H  -12.37037  9.80373  24.99378
H  -11.47452  11.53723  23.51452
H  -10.78173  17.05337  21.17603
S  -10.34606  16.33837  9.92233
O  -14.52517  15.03059  16.62502
H  -10.38214  12.88798  22.13754
C  -16.17410  14.10600  19.67071
C  -10.90084  10.33445  12.73123
C  -13.54328  14.99362  17.66966
C  -12.91724  10.95179  21.85931
C  -12.46042  3.89547  21.56904
H  -12.02148  8.55578  13.61794
H  -21.39786  8.06835  17.95492
C  -17.11342  13.33406  20.54424
H  -22.51648  9.52734  16.54400
H  -19.47469  14.95446  18.28247
O  -14.80304  7.19406  16.26750
H  -16.63534  11.49837  13.78310
H  -13.56073  15.93137  18.22500
H  -9.23346  10.22708  16.10368
H  -11.57555  9.35116  17.37044
C  -9.37023  9.74711  17.07271
C  -13.87129  10.34541  9.98676
H  -12.05105  4.08367  19.42079
H  -19.82855  16.81781  19.86927
H  -19.49490  4.44277  13.32589
H  -13.67580  8.01374  23.32316
H  -16.36668  11.36889  18.61136
H  -9.53669  12.63199  17.70521
O  -14.87454  5.04636  16.30053
H  -12.54925  16.42517  23.48895
O  -19.19205  5.12005  21.42948
H  -18.83727  8.22383  14.46708
O  -9.35211  8.65515  9.81556
H  -18.06019  13.34834  20.00429
C  -12.59995  9.74743  23.92973
H  -15.17527  14.06641  20.10532
C  -15.16801  8.67880  10.71735
C  -13.91425  9.03720  23.61258
H  -18.18395  11.71240  11.86961
H  -13.08572  6.26157  19.13541
O  -15.29302  12.01486  16.94439
H  -9.18131  8.67368  17.06031
C  -15.33219  9.88364  11.62599
O  -13.01558  11.03247  9.35404
H  -11.36865  14.19810  10.14124
H  -11.09121  18.35956  11.03648
H  -21.17637  10.52281  18.50372
C  -11.82349  6.41711  20.78840
C  -11.35701  14.56868  23.36873
H  -19.86503  8.15362  17.01121
C  -15.09492  6.13347  16.96320
C  -20.01529  16.98965  18.80922
H  -20.82158  7.08737  13.92701
H  -14.05444  6.05310  20.68788
O  -15.59761  10.85324  22.58430
H  -20.38708  7.97784  24.25828
O  -8.08849  8.10824  12.01614
H  -13.72063  3.79565  19.77070
H  -12.70143  14.87371  12.11517
H  -21.09066  4.94900  12.92513
C  -10.76119  11.07377  18.62448
O  -14.61908  9.03697  20.98754
O  -17.97845  8.35804  11.60593
C  -13.90674  15.49071  15.50672
O  -13.87392  9.02975  10.12445
O  -17.30977  16.45466  18.98603
H  -11.80450  10.69151  12.23727
S  -21.62710  17.82794  18.49001
H  -21.23978  17.59962  16.18814
H  -10.75891  6.89607  12.06630
S  -8.19271  10.75372  18.12153
H  -18.91204  16.04913  17.11243
H  -9.50261  11.00161  11.08658
H  -22.85858  16.99627  16.57643
H  -15.97306  9.41764  16.92712
O  -20.12978  13.16613  13.38222
H  -13.70095  14.21300  18.41389
C  -15.44682  11.18677  18.05566
H  -9.15097  12.52443  19.43669
H  -19.68535  9.68467  19.01287
C  -10.51088  13.96039  22.28403
O  -14.90934  10.87620  10.71936
C  -21.81531  16.99859  16.89216
H  -17.92535  7.27494  24.09530
H  -14.57107  9.11821  24.47869
H  -16.10478  13.94766  18.59450
H  -18.55863  15.69447  21.06586
H  -21.26063  8.80635  22.88135
C  -10.74540  7.97975  11.94988
H  -17.33765  6.85477  22.49245
H  -20.23931  10.58758  14.61217
C  -11.58000  16.40294  21.53353
C  -11.63203  15.07989  12.15954
C  -18.00646  14.57607  14.11525
O  -19.34959  4.70840  23.87927
C  -20.08426  5.33070  13.09706
H  -20.98608  15.25951  16.00995
F  -15.03687  7.53984  14.16836
O  -12.64935  14.11349  20.55702